(1)
DFT (wB97M-V/def2-TZVPD) results for one molecule with the formula C17H18N4O5.

Last column: Löwdin charge in e.
Element x y z (Å)
C1 2.2492 2.3790 -2.8726  -0.104
O1 2.4705 1.3514 -1.9433  -0.177
C2 3.6675 1.4942 -1.2238  -0.215
C3 3.7924 0.2979 -0.2765  -0.084
N1 2.6488 0.2259 0.5933  -0.005
C4 2.2871 1.0803 1.5672  -0.113
N2 1.1178 0.8042 2.1028  0.161
C5 0.6808 -0.2828 1.4276  -0.205
C6 1.6159 -0.6734 0.4793  -0.054
C7 1.4312 -1.8149 -0.3599  -0.340
O2 2.2046 -2.2671 -1.1831  0.079
N3 0.2046 -2.4313 -0.0916  0.087
C8 -0.1875 -3.5322 -0.9468  -0.028
C9 -1.3643 -3.1217 -1.8132  -0.513
O3 -1.6951 -1.9922 -2.0372  0.130
O4 -1.9818 -4.1872 -2.3255  0.122
C10 -0.7656 -2.0502 0.8317  -0.417
O5 -1.7883 -2.6895 0.9526  0.097
N4 -0.4798 -0.9635 1.6205  0.078
C11 -1.4839 -0.4597 2.5499  -0.068
C12 -2.3293 0.5884 1.8738  -0.201
C13 -3.4244 0.2111 1.1076  -0.030
C14 -4.1743 1.1689 0.4483  -0.078
C15 -3.8338 2.5074 0.5479  -0.094
C16 -2.7372 2.8863 1.3036  -0.085
C17 -1.9843 1.9302 1.9626  -0.047
H1 3.0469 2.4136 -3.6249  0.090
H2 1.3011 2.1560 -3.3560  0.093
H3 2.1878 3.3566 -2.3776  0.090
H4 3.6574 2.4375 -0.6519  0.124
H5 4.5342 1.5135 -1.9030  0.130
H6 3.8080 -0.6238 -0.8625  0.125
H7 4.7083 0.3877 0.3140  0.134
H8 2.9013 1.8983 1.8884  0.135
H9 0.6698 -3.7677 -1.5854  0.140
H10 -0.4677 -4.4066 -0.3554  0.144
H11 -2.7369 -3.9116 -2.8694  0.135
H12 -0.9488 -0.0378 3.4021  0.126
H13 -2.0936 -1.3122 2.8562  0.131
H14 -3.6775 -0.8350 1.0230  0.110
H15 -5.0248 0.8700 -0.1463  0.102
H16 -4.4207 3.2547 0.0338  0.099
H17 -2.4664 3.9296 1.3783  0.100
H18 -1.1191 2.2176 2.5416  0.098

F_max = 1.51 eV Å⁻¹
total charge = 0
spin multiplicity = 1
total energy = -34120.841 eV
HOMO = -8.38 eV
energy above the lowest of the compared OMol25 structures with the same formula, charge and spin = 0.000 eV
orbital gap = 9.1 eV

=====

(2)
DFT (wB97M-V/def2-TZVPD) results for C44H51BrI2N6O4S2SbSn as an isolated structure.

Last column: Löwdin charge in e.
Element x y z (Å)
Sn1 0.9046 0.6512 1.2666  1.150
N1 -0.9592 1.0027 4.7537  0.032
C1 -1.4973 2.1913 5.4574  -0.346
C2 -0.4387 2.6923 6.4377  -0.095
C3 0.7589 3.2979 5.7206  -0.252
N2 1.4760 2.1924 4.9810  0.208
C4 0.3472 4.4017 4.7491  -0.088
C5 -0.7528 4.0147 3.7619  -0.345
N3 -0.2041 3.2179 2.6349  0.018
C6 -1.8973 3.2926 4.4755  -0.102
H1 -0.9682 0.2085 5.3858  0.090
H2 0.7389 1.5987 4.5451  0.078
H3 -1.5577 0.7568 3.9746  0.079
H4 -2.3918 1.9282 6.0276  0.146
H5 -0.1234 1.8866 7.1078  0.131
H6 -0.8716 3.4662 7.0748  0.141
H7 1.4711 3.7036 6.4384  0.158
H8 2.0097 1.6005 5.6152  0.169
H9 2.1032 2.5631 4.2581  0.092
H10 1.2198 4.7846 4.2117  0.125
H11 -0.0161 5.2281 5.3635  0.141
H12 -1.1602 4.9498 3.3677  0.146
H13 0.5906 3.7182 2.2462  0.048
H14 -0.8863 3.2077 1.8851  0.066
H15 -2.6074 2.9022 3.7399  0.123
H16 -2.4509 4.0401 5.0503  0.135
I1 2.5584 -1.9978 0.6231  0.913
C7 3.0579 -2.3053 2.6704  -1.099
I2 1.3983 -2.1918 3.9743  0.765
H17 3.7618 -1.5280 2.9359  -0.043
H18 3.4854 -3.2965 2.7420  -0.024
C8 -2.9114 -2.1219 1.2522  -0.047
C9 -4.0399 -2.7317 0.4632  -0.284
C10 -5.2124 -3.1123 1.1068  -0.016
C11 -6.2618 -3.7048 0.4161  -0.025
C12 -6.1665 -3.9373 -0.9477  -0.043
C13 -5.0181 -3.5552 -1.6206  -0.115
C14 -3.9746 -2.9497 -0.9180  -0.302
Sb1 -2.2844 -2.6023 -2.0618  1.878
C15 -0.8459 -4.0220 -1.5871  -0.273
C16 -1.2983 -5.0507 -0.7550  -0.101
C17 -0.4297 -6.0569 -0.3714  -0.045
C18 0.8856 -6.0251 -0.8144  -0.031
C19 1.3284 -4.9961 -1.6323  -0.047
C20 0.4750 -3.9762 -2.0425  -0.311
C21 1.0125 -2.8916 -2.9370  -0.051
C22 -2.7041 -2.3928 -4.0787  -0.286
C23 -1.8925 -3.1342 -4.9447  -0.100
C24 -2.1611 -3.1415 -6.2996  -0.042
C25 -3.2445 -2.4154 -6.7790  -0.020
C26 -4.0546 -1.7001 -5.9110  -0.015
C27 -3.8136 -1.6721 -4.5395  -0.303
C28 -4.7525 -0.8895 -3.6618  -0.052
H19 -3.0432 -2.3310 2.3130  0.088
H20 -2.8758 -1.0382 1.1173  0.084
H21 -1.9376 -2.5230 0.9579  0.067
H22 -5.3004 -2.9546 2.1752  0.125
H23 -7.1570 -3.9960 0.9513  0.125
H24 -6.9773 -4.4129 -1.4833  0.124
H25 -4.9459 -3.7315 -2.6899  0.108
H26 -2.3264 -5.0744 -0.4119  0.103
H27 -0.7774 -6.8611 0.2628  0.122
H28 1.5722 -6.8103 -0.5245  0.124
H29 2.3581 -4.9882 -1.9721  0.129
H30 1.2917 -3.2896 -3.9144  0.107
H31 1.9116 -2.4459 -2.5085  0.070
H32 0.2959 -2.0834 -3.1177  0.034
H33 -1.0642 -3.7198 -4.5645  0.094
H34 -1.5388 -3.7139 -6.9743  0.123
H35 -3.4671 -2.4144 -7.8383  0.126
H36 -4.9017 -1.1487 -6.3037  0.134
H37 -4.9159 0.1049 -4.0799  0.095
H38 -4.3942 -0.7633 -2.6384  0.053
H39 -5.7260 -1.3799 -3.6034  0.101
Br1 -1.1119 1.9961 -7.4288  0.839
C29 -0.9247 1.3557 -5.6772  -0.674
C30 -2.0314 1.3324 -4.8370  -0.098
C31 -1.9042 0.8126 -3.5614  -0.027
C32 -0.6671 0.3532 -3.1180  -0.173
C33 0.4514 0.4375 -3.9449  -0.006
C34 0.3192 0.9159 -5.2354  -0.084
C35 -0.5181 -0.1726 -1.7496  -0.516
O1 -1.4735 -0.9690 -1.2676  -0.197
O2 0.4498 0.0924 -1.0457  -0.144
H40 -2.9809 1.7160 -5.1864  0.114
H41 -2.7637 0.7891 -2.9010  0.115
H42 1.4217 0.1188 -3.5824  0.129
H43 1.1736 0.9586 -5.8972  0.116
N4 9.1730 2.5334 0.8371  0.159
C36 7.8536 2.4325 1.0819  -0.286
C37 7.1056 1.3549 0.5521  -0.005
C38 5.7662 1.2451 0.8122  -0.058
C39 5.1285 2.2064 1.6080  -0.333
C40 5.8501 3.2844 2.1318  -0.045
C41 7.1921 3.3953 1.8723  -0.001
S1 3.4615 2.0471 1.9557  0.560
O3 3.1301 0.8174 2.6980  -0.466
O4 3.0023 3.2599 2.6124  -0.318
N5 2.6454 1.7532 0.5778  -0.319
C42 2.1484 2.8140 -0.1869  -0.784
S2 3.0477 3.9183 -1.1277  1.125
C43 1.5727 4.6179 -1.6691  -0.357
C44 0.5171 3.9657 -1.1284  -0.213
N6 0.8496 2.9398 -0.2682  -0.022
H44 9.6456 1.8736 0.2458  0.118
H45 9.7068 3.3140 1.1755  0.120
H46 7.6017 0.6163 -0.0650  0.122
H47 5.2009 0.4186 0.3953  0.104
H48 5.3499 4.0321 2.7325  0.119
H49 7.7525 4.2302 2.2743  0.126
H50 1.5640 5.4636 -2.3389  0.082
H51 -0.5205 4.2060 -1.3107  0.115

F_max = 0.37 eV Å⁻¹
total charge = +3
spin multiplicity = 1
total energy = -183849.290 eV
HOMO = -14.06 eV
energy above the lowest of the compared OMol25 structures with the same formula, charge and spin = 0.000 eV
orbital gap = 7.1 eV